Entry 1:
Entry from the Open Molecules 2025 dataset: a molecular structure, C49H40N4OS5V at a distorted geometry (wB97M-V/def2-TZVPD).

Calculated total energy in hartree: -5120.39611
Frontier orbital gap (alpha / beta) in eV: 5.985 / 5.878
⟨S²⟩: 0.831
E_LUMO (alpha / beta) in eV: -1.54 / -1.59

Geometry as ORCA input:
```
! wB97M-V def2-TZVPD RIJCOSX def2/J DEFGRID3
* xyz 0 2
V 0.481 -0.184 -0.006
C 6.536 4.524 -0.468
C 6.082 4.065 0.770
C 5.094 3.106 0.739
C 4.632 2.611 -0.507
C 5.188 3.065 -1.750
C 6.233 4.015 -1.718
C 3.431 1.738 -0.520
C 3.455 0.391 -0.632
C 4.692 -0.257 -0.826
C 4.483 -1.535 -0.738
C 3.079 -1.765 -0.668
N 2.418 -0.490 -0.577
C 2.446 -2.944 -0.572
C 1.067 -3.091 -0.612
C 0.378 -4.306 -0.729
C -0.899 -3.985 -1.069
C -0.993 -2.607 -1.108
C -2.060 -1.911 -1.624
C -3.249 -2.770 -2.062
C -4.282 -2.916 -1.154
C -5.372 -3.744 -1.393
C -5.437 -4.496 -2.568
C -4.356 -4.355 -3.445
C -3.370 -3.420 -3.270
C -2.221 -0.531 -1.454
N -1.285 0.303 -0.947
C -1.924 1.438 -0.802
C -1.311 2.675 -0.512
C -2.221 3.918 -0.577
C -2.749 4.211 -1.802
C -3.349 5.454 -2.017
C -3.646 6.248 -0.974
C -3.197 5.872 0.354
C -2.520 4.703 0.512
C 0.012 2.813 -0.282
C 0.711 4.060 -0.254
C 2.029 3.771 -0.196
C 2.156 2.377 -0.319
N 0.966 1.772 -0.330
C -3.370 1.377 -1.157
C -3.524 0.103 -1.543
N 0.239 -2.046 -0.790
C 3.197 -4.216 -0.636
C 4.106 -4.659 0.355
C 4.963 -5.787 0.182
C 4.828 -6.569 -0.965
C 3.907 -6.142 -1.945
C 3.126 -4.996 -1.749
H 7.265 5.310 -0.352
H 6.334 4.519 1.705
H 4.583 2.648 1.571
H 4.684 2.731 -2.677
H 6.745 4.352 -2.639
H 5.529 0.382 -1.006
H 5.079 -2.413 -0.701
H 0.802 -5.295 -0.667
H -1.687 -4.684 -1.293
H -4.091 -2.506 -0.175
H -6.057 -3.823 -0.593
H -6.270 -5.167 -2.675
H -4.318 -4.900 -4.385
H -2.650 -3.267 -4.101
H -2.558 3.682 -2.698
H -3.571 5.781 -3.042
H -4.177 7.206 -1.135
H -3.389 6.473 1.241
H -1.941 4.472 1.408
H 0.281 5.063 -0.089
H 2.899 4.452 -0.013
H -4.189 2.095 -1.145
H -4.472 -0.476 -1.799
H 4.403 -4.020 1.156
H 5.680 -6.012 0.983
H 5.391 -7.545 -1.073
H 3.934 -6.680 -2.907
H 2.552 -4.592 -2.532
S -0.033 -0.553 4.452
C 0.184 -0.617 2.880
S -1.104 -0.444 1.743
S 1.743 -0.562 2.055
C 0.843 3.602 3.261
S -0.716 4.283 3.581
C -1.692 2.750 3.532
H 1.346 3.239 4.199
H 1.422 4.340 2.681
H 0.804 2.715 2.568
H -1.800 2.404 2.493
H -2.672 3.099 3.941
H -1.228 2.007 4.076
C -3.899 -0.625 3.556
S -4.386 -1.777 2.283
C -4.285 -3.205 3.233
O -5.801 -1.550 1.913
H -4.620 -0.570 4.336
H -3.920 0.352 3.076
H -2.876 -0.884 3.774
H -3.189 -3.429 3.392
H -4.743 -4.068 2.726
H -4.767 -3.175 4.240
*
```

Entry 2:
Entry from the Open Molecules 2025 dataset: a molecular structure, C49H41BN10O7S3V at a distorted geometry (wB97M-V/def2-TZVPD).

Calculated total energy in hartree: -5129.64080
Frontier orbital gap (alpha / beta) in eV: 5.641 / 5.773
⟨S²⟩: 2.030
E_LUMO (alpha / beta) in eV: 1.07 / 1.07
Energy relative to the best compared isomer or geometry (same formula, charge and spin) in kcal per mole: 31.57

Geometry as ORCA input:
```
! wB97M-V def2-TZVPD RIJCOSX def2/J DEFGRID3
* xyz -1 3
V -0.219 -0.256 0.364
C 2.548 2.327 4.166
C 2.387 1.816 2.779
C 3.201 2.021 1.686
C 2.588 1.335 0.621
N 1.482 0.748 1.086
N 1.362 1.045 2.372
B 0.213 0.482 3.210
N -1.140 0.969 2.680
N -1.542 0.798 1.421
C -2.742 1.376 1.268
C -3.097 1.946 2.503
C -2.066 1.665 3.369
C -1.990 2.018 4.813
C -3.608 1.382 0.086
C -4.971 1.668 0.224
C -5.819 1.661 -0.867
C -5.330 1.403 -2.136
C -3.981 1.153 -2.296
C -3.138 1.127 -1.200
N 0.323 -1.043 3.068
N 0.303 -1.628 1.873
C 0.555 -2.930 2.050
C 0.762 -3.162 3.422
C 0.608 -1.939 4.034
C 0.706 -1.598 5.478
C 0.575 -3.961 1.023
C 0.700 -3.650 -0.327
C 0.717 -4.640 -1.289
C 0.649 -5.973 -0.920
C 0.540 -6.302 0.422
C 0.489 -5.309 1.381
C 3.061 1.286 -0.755
C 4.140 2.076 -1.161
C 4.570 2.069 -2.473
C 3.931 1.281 -3.416
C 2.864 0.487 -3.027
C 2.449 0.477 -1.710
H 3.446 2.936 4.224
H 1.693 2.941 4.445
H 2.630 1.508 4.881
H 4.109 2.587 1.673
H 0.341 0.796 4.339
H -3.977 2.511 2.731
H -2.918 2.508 5.098
H -1.868 1.128 5.428
H -1.154 2.690 5.004
H -5.381 1.888 1.197
H -6.871 1.871 -0.730
H -5.990 1.404 -2.991
H -3.582 0.983 -3.285
H -2.093 0.915 -1.343
H 0.999 -4.088 3.907
H 0.869 -2.500 6.064
H 1.533 -0.911 5.655
H -0.214 -1.124 5.816
H 0.802 -2.614 -0.611
H 0.788 -4.368 -2.333
H 0.687 -6.750 -1.670
H 0.490 -7.341 0.719
H 0.373 -5.586 2.416
H 4.643 2.716 -0.454
H 5.399 2.697 -2.768
H 4.260 1.294 -4.446
H 2.343 -0.118 -3.755
H 1.631 -0.157 -1.403
S -0.617 -1.057 -1.876
C -2.241 -1.649 -2.004
C -2.859 -1.831 -3.232
C -4.204 -2.190 -3.301
C -4.820 -2.457 -4.537
N -5.330 -2.735 -5.529
C -4.946 -2.351 -2.109
C -4.309 -2.232 -0.881
C -2.961 -1.902 -0.819
S -2.143 -1.795 0.682
C -6.330 -2.611 -2.130
N -7.463 -2.798 -2.099
H -2.308 -1.656 -4.144
H -4.857 -2.374 0.038
O -0.036 2.967 0.866
C -0.154 2.649 -0.315
O -0.189 1.481 -0.790
C -0.342 3.770 -1.332
C -1.225 3.613 -2.391
C -1.530 4.707 -3.203
C -0.915 5.932 -3.012
C 0.016 6.057 -1.991
C 0.291 4.989 -1.135
N 0.683 7.303 -1.810
O 1.500 7.392 -0.902
O 0.408 8.217 -2.578
N -2.504 4.560 -4.240
O -2.830 5.559 -4.864
O -2.959 3.445 -4.441
H -1.717 2.671 -2.572
H -1.154 6.768 -3.650
H 0.981 5.124 -0.318
O 2.660 -1.585 0.499
S 4.109 -1.765 0.404
C 4.420 -2.605 -1.227
C 5.044 -3.961 -0.946
C 4.373 -4.473 0.324
C 4.476 -3.343 1.329
H 5.059 -1.961 -1.825
H 3.444 -2.692 -1.702
H 6.121 -3.853 -0.786
H 4.893 -4.650 -1.779
H 4.838 -5.387 0.698
H 3.321 -4.676 0.123
H 5.481 -3.239 1.735
H 3.755 -3.417 2.140
*
```